(1)
The following is a quantum chemistry calculation of a cluster of 13 separate species, C96H208N10O13 in total, from OMol25.

```
! RIJCOSX wB97M-V def2-TZVPD def2/J DEFGRID3
* xyz 0 1
C 3.175 -1.666 34.559
C 2.756 -3.005 35.144
C 1.737 -3.672 34.235
C 2.299 -4.297 32.969
C 3.285 -5.301 33.358
C 4.426 -4.815 34.198
N 3.860 -4.002 35.352
O 4.867 -3.410 36.178
C 5.173 -6.099 34.705
C 5.369 -3.956 33.250
C 1.986 -2.914 36.530
H 2.222 -1.161 34.401
H 3.848 -1.645 33.702
H 3.696 -1.183 35.387
H 1.205 -4.467 34.758
H 1.028 -2.891 33.959
H 2.742 -3.497 32.376
H 1.460 -4.759 32.447
H 3.723 -5.719 32.451
H 2.763 -6.155 33.789
H 6.177 -5.853 35.053
H 4.681 -6.566 35.558
H 5.098 -6.817 33.889
H 6.112 -3.515 33.914
H 6.056 -4.516 32.615
H 4.869 -3.148 32.716
H 1.074 -2.332 36.400
H 2.594 -2.331 37.222
H 1.827 -3.944 36.847
H 4.550 -3.688 37.040
C -1.884 -2.873 32.453
C -2.977 -2.544 33.502
C -2.274 -1.914 34.728
C -3.326 -1.493 35.728
C -4.215 -0.496 35.118
C -4.892 -0.818 33.758
N -3.921 -1.533 32.898
O -4.499 -1.994 31.697
C -6.147 -1.707 34.023
C -5.230 0.541 33.061
C -3.649 -3.936 33.869
H -1.131 -3.404 33.036
H -1.581 -1.911 32.039
H -2.370 -3.521 31.723
H -1.707 -2.712 35.207
H -1.627 -1.088 34.431
H -2.784 -1.245 36.640
H -3.894 -2.407 35.899
H -3.579 0.388 35.157
H -4.994 -0.259 35.842
H -5.882 -2.511 34.709
H -6.913 -1.117 34.525
H -6.544 -2.196 33.133
H -5.860 0.417 32.180
H -5.804 1.143 33.766
H -4.279 0.922 32.691
H -2.899 -4.688 34.115
H -4.168 -4.401 33.031
H -4.437 -3.967 34.621
H -5.027 -2.756 31.948
C 7.244 1.049 28.798
C 7.871 1.707 27.573
C 8.043 3.156 28.046
C 8.947 3.982 27.128
C 10.311 3.246 26.889
C 10.214 1.812 26.328
N 9.218 1.168 27.225
O 9.315 -0.177 27.164
C 9.820 1.828 24.773
C 11.630 1.281 26.686
C 6.833 1.744 26.460
H 6.940 0.016 28.624
H 6.382 1.571 29.212
H 7.993 0.887 29.573
H 7.106 3.691 28.199
H 8.469 3.142 29.049
H 9.106 4.991 27.510
H 8.503 4.166 26.150
H 10.828 3.319 27.846
H 10.957 3.849 26.251
H 8.873 2.336 24.591
H 10.701 2.147 24.216
H 9.788 0.829 24.339
H 11.656 0.227 26.407
H 12.371 1.889 26.166
H 11.777 1.445 27.754
H 7.096 1.085 25.632
H 6.680 2.719 25.997
H 5.843 1.458 26.813
H 9.928 -0.400 27.869
C 8.386 -8.721 27.256
C 7.508 -9.115 28.510
C 8.307 -8.546 29.682
C 7.546 -8.359 30.932
C 6.194 -7.648 30.721
C 5.306 -8.223 29.593
N 6.152 -8.507 28.430
O 5.377 -8.968 27.371
C 4.521 -9.449 30.100
C 4.278 -7.095 29.276
C 7.407 -10.667 28.616
H 8.514 -7.660 27.041
H 7.918 -9.112 26.353
H 9.335 -9.259 27.251
H 9.057 -9.303 29.910
H 8.868 -7.620 29.555
H 8.220 -7.792 31.574
H 7.335 -9.320 31.400
H 6.164 -6.559 30.757
H 5.745 -7.953 31.666
H 4.125 -9.987 29.239
H 5.261 -10.070 30.604
H 3.725 -9.195 30.800
H 4.736 -6.306 28.679
H 3.447 -7.458 28.671
H 3.879 -6.593 30.157
H 8.309 -11.154 28.987
H 7.278 -11.064 27.609
H 6.628 -11.118 29.232
H 5.902 -8.615 26.649
C -2.492 -10.347 31.049
C -1.731 -9.081 31.452
C -0.369 -9.652 31.871
C 0.742 -8.515 31.986
C 0.815 -7.743 30.724
C -0.537 -7.234 30.144
N -1.606 -8.207 30.287
O -2.848 -7.695 29.923
C -0.863 -5.899 30.780
C -0.378 -7.063 28.560
C -2.429 -8.456 32.682
H -2.350 -10.611 30.001
H -3.568 -10.181 31.082
H -2.325 -11.301 31.551
H -0.448 -10.167 32.829
H -0.014 -10.504 31.292
H 1.709 -8.931 32.270
H 0.506 -7.799 32.774
H 1.392 -8.254 29.953
H 1.350 -6.801 30.841
H -1.892 -5.565 30.650
H -0.805 -6.018 31.862
H -0.120 -5.115 30.634
H -0.134 -8.005 28.068
H -1.258 -6.677 28.044
H 0.451 -6.425 28.255
H -3.490 -8.350 32.457
H -1.990 -7.477 32.874
H -2.138 -9.067 33.537
H -2.948 -8.173 29.096
C 0.865 -6.366 24.816
C 1.242 -5.161 23.973
C 2.368 -5.619 23.027
C 2.747 -4.602 21.946
C 1.532 -4.086 21.213
C 0.243 -3.861 22.040
N 0.088 -4.876 23.117
O -0.997 -4.540 23.960
C 0.417 -2.413 22.583
C -0.940 -3.936 21.097
C 1.769 -4.006 24.942
H 0.258 -6.111 25.685
H 1.611 -6.954 25.350
H 0.452 -7.181 24.223
H 3.211 -5.909 23.654
H 2.028 -6.450 22.409
H 3.456 -5.075 21.265
H 3.392 -3.875 22.439
H 1.279 -4.777 20.409
H 1.840 -3.153 20.743
H 0.421 -1.597 21.860
H -0.269 -2.142 23.386
H 1.418 -2.255 22.983
H -1.860 -3.485 21.469
H -0.705 -3.700 20.059
H -1.144 -4.998 20.960
H 2.544 -3.328 24.584
H 2.045 -4.480 25.884
H 0.916 -3.393 25.234
H -1.517 -5.347 23.941
C 11.491 -0.588 30.655
C 12.009 -2.104 30.628
C 12.105 -2.765 32.067
C 10.684 -3.077 32.591
C 10.099 -4.083 31.639
C 9.931 -3.635 30.174
N 11.174 -3.001 29.783
O 11.271 -2.580 28.461
C 9.723 -4.996 29.343
C 8.762 -2.739 29.997
C 13.480 -2.053 30.074
H 12.257 0.013 31.146
H 10.596 -0.547 31.276
H 11.284 -0.151 29.678
H 12.728 -3.655 31.981
H 12.632 -2.253 32.873
H 10.076 -2.172 32.626
H 10.824 -3.494 33.588
H 9.061 -4.192 31.950
H 10.485 -5.072 31.884
H 9.663 -4.696 28.296
H 10.638 -5.557 29.532
H 8.808 -5.519 29.622
H 7.847 -3.188 30.383
H 8.894 -1.730 30.389
H 8.602 -2.586 28.930
H 13.512 -1.723 29.036
H 13.974 -3.024 30.085
H 14.058 -1.377 30.705
H 11.911 -3.145 28.021
C 6.333 0.189 32.518
C 7.165 0.541 33.771
C 8.582 0.971 33.281
C 8.664 2.250 32.594
C 8.170 3.341 33.493
C 6.759 3.059 34.158
N 6.624 1.619 34.575
O 5.430 1.325 35.261
C 6.765 3.898 35.429
C 5.612 3.447 33.272
C 7.407 -0.659 34.718
H 5.284 0.083 32.795
H 6.583 -0.833 32.237
H 6.432 0.743 31.585
H 9.313 1.026 34.087
H 8.891 0.229 32.545
H 8.218 2.232 31.600
H 9.694 2.404 32.272
H 8.153 4.234 32.869
H 8.910 3.619 34.243
H 7.505 3.427 36.076
H 7.184 4.882 35.221
H 5.798 4.099 35.891
H 5.736 2.914 32.329
H 4.687 3.126 33.752
H 5.493 4.518 33.109
H 6.477 -1.195 34.910
H 7.891 -0.349 35.644
H 8.065 -1.362 34.209
H 5.714 1.256 36.175
C -2.647 -2.922 28.850
C -3.109 -2.449 27.495
C -3.297 -3.682 26.619
C -4.044 -3.668 25.278
C -5.336 -3.035 25.672
C -5.325 -1.680 26.453
N -4.429 -1.781 27.626
O -4.366 -0.705 28.446
C -4.862 -0.540 25.516
C -6.805 -1.428 27.018
C -1.962 -1.601 26.817
H -3.377 -3.596 29.298
H -2.462 -2.137 29.584
H -1.805 -3.612 28.813
H -2.349 -4.196 26.460
H -3.807 -4.381 27.282
H -4.291 -4.655 24.888
H -3.483 -3.102 24.534
H -5.778 -3.748 26.368
H -5.902 -2.964 24.743
H -4.801 0.413 26.042
H -3.876 -0.772 25.112
H -5.530 -0.566 24.655
H -7.042 -1.962 27.938
H -6.893 -0.399 27.366
H -7.617 -1.625 26.319
H -1.004 -1.980 27.172
H -2.028 -0.605 27.256
H -2.042 -1.651 25.731
H -4.500 -1.006 29.348
C 5.281 -3.332 29.411
C 3.944 -2.759 28.864
C 2.921 -3.957 28.808
C 1.502 -3.549 28.636
C 1.149 -2.434 29.702
C 2.139 -1.197 29.640
N 3.504 -1.692 29.718
O 4.403 -0.630 29.859
C 1.703 -0.393 28.357
C 1.855 -0.277 30.891
C 4.300 -2.332 27.394
H 5.102 -3.613 30.449
H 5.971 -2.490 29.362
H 5.728 -4.117 28.800
H 3.048 -4.529 27.890
H 3.005 -4.668 29.630
H 0.903 -4.444 28.806
H 1.351 -3.139 27.637
H 1.160 -2.817 30.722
H 0.083 -2.233 29.600
H 0.919 0.282 28.699
H 2.544 0.190 27.982
H 1.305 -0.921 27.490
H 0.818 -0.071 31.157
H 2.291 -0.712 31.790
H 2.275 0.718 30.748
H 4.868 -3.055 26.807
H 4.918 -1.434 27.384
H 3.390 -2.063 26.858
H 4.583 -0.596 30.801
C 2.535 5.525 29.568
C 1.997 4.127 30.020
O 1.090 3.710 29.109
H 1.707 6.230 29.491
H 3.005 5.462 28.587
H 3.284 5.884 30.273
H 1.537 4.226 31.004
H 2.769 3.358 30.029
H 1.685 3.377 28.433
C -1.824 1.183 29.816
C -1.348 2.392 30.643
O -1.352 3.587 29.895
H -2.884 1.340 29.616
H -1.779 0.213 30.310
H -1.379 1.135 28.822
H -0.281 2.220 30.779
H -1.772 2.573 31.631
H -0.548 3.380 29.413
C -0.581 1.826 25.459
C 0.477 0.935 24.815
O 1.610 1.676 24.779
H -0.357 2.146 26.477
H -1.557 1.360 25.597
H -0.748 2.698 24.826
H 0.276 0.674 23.776
H 0.570 -0.033 25.306
H 2.087 1.567 23.954
*
```

Computed properties:
energy relative to the best compared isomer or geometry (same formula, charge and spin)	3.199	eV
maximum force	3.60	eV/Å
lowest unoccupied orbital energy	0.01654	Ha
frontier orbital gap	8.0	eV

=====

(2)
The following is a quantum chemistry calculation of a structure of composition C24H29CoN2O2S5, from OMol25.

```
! RIJCOSX wB97M-V def2-TZVPD def2/J DEFGRID3
* xyz 2 5
Co 0.745 -0.190 -0.784
C -0.605 -2.743 -2.712
C -1.523 -2.189 -1.615
S -2.624 -0.882 -2.221
C -3.250 -0.304 -0.619
C -2.848 1.118 -0.250
S -1.069 1.503 -0.043
C -0.876 2.815 -1.280
C -0.924 2.315 -2.713
S 0.518 1.263 -2.974
C 0.046 0.158 -4.318
C 0.992 -1.031 -4.310
S 1.034 -1.950 -2.748
H -1.056 -2.668 -3.701
H -0.414 -3.797 -2.515
H -0.454 -2.384 0.073
H -2.151 -2.994 -1.232
H -2.916 -1.004 0.142
H -4.338 -0.344 -0.658
H -3.310 1.375 0.705
H -3.210 1.827 -0.995
H 0.082 3.289 -1.057
H -1.651 3.560 -1.101
H -0.889 3.150 -3.412
H -1.814 1.718 -2.905
H 0.130 0.699 -5.260
H -0.988 -0.142 -4.166
H 2.023 -0.720 -4.482
H 0.731 -1.735 -5.100
C -4.439 0.739 3.713
C -3.169 0.047 3.296
C -1.935 0.687 3.419
C -0.762 0.059 3.033
C -0.827 -1.225 2.508
C -2.037 -1.896 2.391
C -3.200 -1.249 2.781
S 0.647 -2.142 2.138
O 0.260 -3.203 1.165
O -0.767 -1.661 -0.548
N 1.404 -0.935 1.157
C 2.608 -0.529 1.535
C 3.274 -0.889 2.750
C 4.539 -0.426 3.045
C 5.206 0.407 2.166
C 4.599 0.816 0.943
C 5.264 1.664 0.039
C 4.632 2.025 -1.118
C 3.346 1.540 -1.361
N 2.689 0.737 -0.530
C 3.312 0.373 0.618
H -4.249 1.481 4.487
H -5.168 0.024 4.092
H -4.898 1.255 2.866
H -1.892 1.688 3.830
H 0.187 0.573 3.142
H -2.067 -2.910 2.011
H -4.148 -1.769 2.703
H 2.783 -1.542 3.456
H 5.011 -0.726 3.971
H 6.204 0.760 2.396
H 6.263 2.016 0.268
H 5.102 2.675 -1.843
H 2.836 1.822 -2.269
*
```

Computed properties:
maximum force	0.63	eV/Å
lowest unoccupied orbital energy (spin up / spin down)	-0.22999 / -0.30202	Ha
frontier orbital gap (spin up / spin down)	8.0 / 6.2	eV

=====

Copy entry 2 word for word.
The following is a quantum chemistry calculation of a structure of composition C24H29CoN2O2S5, from OMol25.

```
! RIJCOSX wB97M-V def2-TZVPD def2/J DEFGRID3
* xyz 2 5
Co 0.745 -0.190 -0.784
C -0.605 -2.743 -2.712
C -1.523 -2.189 -1.615
S -2.624 -0.882 -2.221
C -3.250 -0.304 -0.619
C -2.848 1.118 -0.250
S -1.069 1.503 -0.043
C -0.876 2.815 -1.280
C -0.924 2.315 -2.713
S 0.518 1.263 -2.974
C 0.046 0.158 -4.318
C 0.992 -1.031 -4.310
S 1.034 -1.950 -2.748
H -1.056 -2.668 -3.701
H -0.414 -3.797 -2.515
H -0.454 -2.384 0.073
H -2.151 -2.994 -1.232
H -2.916 -1.004 0.142
H -4.338 -0.344 -0.658
H -3.310 1.375 0.705
H -3.210 1.827 -0.995
H 0.082 3.289 -1.057
H -1.651 3.560 -1.101
H -0.889 3.150 -3.412
H -1.814 1.718 -2.905
H 0.130 0.699 -5.260
H -0.988 -0.142 -4.166
H 2.023 -0.720 -4.482
H 0.731 -1.735 -5.100
C -4.439 0.739 3.713
C -3.169 0.047 3.296
C -1.935 0.687 3.419
C -0.762 0.059 3.033
C -0.827 -1.225 2.508
C -2.037 -1.896 2.391
C -3.200 -1.249 2.781
S 0.647 -2.142 2.138
O 0.260 -3.203 1.165
O -0.767 -1.661 -0.548
N 1.404 -0.935 1.157
C 2.608 -0.529 1.535
C 3.274 -0.889 2.750
C 4.539 -0.426 3.045
C 5.206 0.407 2.166
C 4.599 0.816 0.943
C 5.264 1.664 0.039
C 4.632 2.025 -1.118
C 3.346 1.540 -1.361
N 2.689 0.737 -0.530
C 3.312 0.373 0.618
H -4.249 1.481 4.487
H -5.168 0.024 4.092
H -4.898 1.255 2.866
H -1.892 1.688 3.830
H 0.187 0.573 3.142
H -2.067 -2.910 2.011
H -4.148 -1.769 2.703
H 2.783 -1.542 3.456
H 5.011 -0.726 3.971
H 6.204 0.760 2.396
H 6.263 2.016 0.268
H 5.102 2.675 -1.843
H 2.836 1.822 -2.269
*
```

Computed properties:
maximum force	0.63	eV/Å
lowest unoccupied orbital energy (spin up / spin down)	-0.22999 / -0.30202	Ha
frontier orbital gap (spin up / spin down)	8.0 / 6.2	eV

=====

What did the second record say?
The following is a quantum chemistry calculation of a structure of composition C24H29CoN2O2S5, from OMol25.

```
! RIJCOSX wB97M-V def2-TZVPD def2/J DEFGRID3
* xyz 2 5
Co 0.745 -0.190 -0.784
C -0.605 -2.743 -2.712
C -1.523 -2.189 -1.615
S -2.624 -0.882 -2.221
C -3.250 -0.304 -0.619
C -2.848 1.118 -0.250
S -1.069 1.503 -0.043
C -0.876 2.815 -1.280
C -0.924 2.315 -2.713
S 0.518 1.263 -2.974
C 0.046 0.158 -4.318
C 0.992 -1.031 -4.310
S 1.034 -1.950 -2.748
H -1.056 -2.668 -3.701
H -0.414 -3.797 -2.515
H -0.454 -2.384 0.073
H -2.151 -2.994 -1.232
H -2.916 -1.004 0.142
H -4.338 -0.344 -0.658
H -3.310 1.375 0.705
H -3.210 1.827 -0.995
H 0.082 3.289 -1.057
H -1.651 3.560 -1.101
H -0.889 3.150 -3.412
H -1.814 1.718 -2.905
H 0.130 0.699 -5.260
H -0.988 -0.142 -4.166
H 2.023 -0.720 -4.482
H 0.731 -1.735 -5.100
C -4.439 0.739 3.713
C -3.169 0.047 3.296
C -1.935 0.687 3.419
C -0.762 0.059 3.033
C -0.827 -1.225 2.508
C -2.037 -1.896 2.391
C -3.200 -1.249 2.781
S 0.647 -2.142 2.138
O 0.260 -3.203 1.165
O -0.767 -1.661 -0.548
N 1.404 -0.935 1.157
C 2.608 -0.529 1.535
C 3.274 -0.889 2.750
C 4.539 -0.426 3.045
C 5.206 0.407 2.166
C 4.599 0.816 0.943
C 5.264 1.664 0.039
C 4.632 2.025 -1.118
C 3.346 1.540 -1.361
N 2.689 0.737 -0.530
C 3.312 0.373 0.618
H -4.249 1.481 4.487
H -5.168 0.024 4.092
H -4.898 1.255 2.866
H -1.892 1.688 3.830
H 0.187 0.573 3.142
H -2.067 -2.910 2.011
H -4.148 -1.769 2.703
H 2.783 -1.542 3.456
H 5.011 -0.726 3.971
H 6.204 0.760 2.396
H 6.263 2.016 0.268
H 5.102 2.675 -1.843
H 2.836 1.822 -2.269
*
```

Computed properties:
maximum force	0.63	eV/Å
lowest unoccupied orbital energy (spin up / spin down)	-0.22999 / -0.30202	Ha
frontier orbital gap (spin up / spin down)	8.0 / 6.2	eV